(1)
Entry from the OMol25 dataset: a structure of composition C25H25N2O2RuTe (ωB97M-V/def2-TZVPD).

Geometry as ORCA input:
```
! wB97M-V def2-TZVPD RIJCOSX def2/J DEFGRID3
* xyz 0 6
Ru 0.9583 -0.5792 0.9375
O -0.0013 -1.3068 2.7284
C -0.6501 -0.4998 3.4753
C -1.9225 -0.8759 3.9820
C -2.6609 -0.0461 4.7792
C -2.1866 1.2257 5.1197
C -0.9695 1.6372 4.6444
C -0.1706 0.8179 3.8236
C 1.0631 1.3396 3.3475
N 1.8785 0.7410 2.5350
C 3.1152 1.3740 2.1536
C 3.2869 1.3582 0.6216
N 3.0297 0.0277 0.1433
C 3.8237 -0.5700 -0.6613
C 3.6762 -1.9199 -1.1147
C 4.7540 -2.5130 -1.7897
C 4.7386 -3.8336 -2.1693
C 3.6161 -4.6168 -1.8769
C 2.5378 -4.0743 -1.2358
C 2.5035 -2.7069 -0.8388
O 1.4379 -2.2508 -0.3117
H -2.2925 -1.8516 3.7073
H -3.6181 -0.3774 5.1529
H -2.7807 1.8729 5.7467
H -0.6012 2.6275 4.8792
H 1.3019 2.3563 3.6831
H 3.1831 2.4124 2.5160
H 3.9259 0.7839 2.5979
H 2.5403 2.0279 0.1717
H 4.2936 1.7112 0.3479
H 4.7091 -0.0348 -1.0374
H 5.6244 -1.9046 -1.9886
H 5.5938 -4.2729 -2.6639
H 3.5971 -5.6609 -2.1589
H 1.6725 -4.6725 -0.9949
C -4.6149 1.4568 -4.5895
C -3.6958 1.1919 -3.4354
C -4.1848 0.7887 -2.2023
C -3.3584 0.6871 -1.0952
C -3.9044 0.2222 0.2174
C -2.0070 1.0141 -1.2229
Te -0.8387 1.2835 0.5356
C -1.4668 1.2693 -2.4845
C 0.0116 1.4380 -2.6662
C -2.3246 1.3684 -3.5688
H -5.6453 1.2196 -4.3383
H -4.3260 0.8778 -5.4646
H -4.5671 2.5120 -4.8589
H -5.2360 0.5667 -2.0894
H -4.9051 -0.1856 0.1064
H -3.9369 1.0447 0.9317
H -3.2581 -0.5539 0.6298
H 0.5512 0.7151 -2.0421
H 0.3243 2.4411 -2.3706
H 0.2949 1.2838 -3.7040
H -1.9192 1.6129 -4.5404
*
```

Kohn-Sham gap (spin up / spin down) = 0.2713 / 0.2357 Ha
molecular weight = 614.2 Da
HOMO (spin up / spin down) = -7.28 / -7.83 eV
lowest unoccupied orbital energy (spin up / spin down) = 0.1 / -1.4 eV
max |F| = 2.084 eV/Å
electronic energy = -1590.4863 a.u.

=====

(2)
Entry from the OMol25 dataset: a structure of composition C25H25N7O2PdS (ωB97M-V/def2-TZVPD).

Geometry as ORCA input:
```
! wB97M-V def2-TZVPD RIJCOSX def2/J DEFGRID3
* xyz 2 1
Pd -0.4376 -0.7902 0.2498
N -0.9508 -2.7908 -0.4901
C -0.8721 -3.7242 0.6018
C -1.5619 -4.8982 0.6547
C -1.3532 -5.7897 1.7321
C -0.4360 -5.5030 2.7006
C 0.2725 -4.2764 2.6738
C 1.2264 -3.9010 3.6478
C 1.8240 -2.6786 3.5609
C 1.4415 -1.7921 2.5380
N 0.5561 -2.1020 1.6153
C 0.0061 -3.3606 1.6435
H -0.1192 -2.8730 -1.0734
H -1.7546 -2.9562 -1.0834
H -2.2444 -5.1684 -0.1423
H -1.9056 -6.7183 1.7614
H -0.2436 -6.2011 3.5046
H 1.4750 -4.5896 4.4455
H 2.5678 -2.3617 4.2773
H 1.8608 -0.7985 2.4907
S 0.3944 1.0196 1.2806
C 1.1296 1.7128 -0.1673
N 2.2134 2.4844 -0.1926
N 2.8329 2.7064 0.8909
C 3.9979 3.5166 0.9585
C 4.5023 4.1382 -0.1741
C 5.6427 4.9115 -0.0443
C 6.2616 5.0578 1.1920
C 5.7389 4.4303 2.3135
C 4.5981 3.6524 2.2012
N 0.5354 1.5915 -1.3522
N -0.4739 0.7919 -1.3793
C -1.2474 0.9815 -2.5424
C -1.0825 2.0125 -3.3942
C -1.8425 2.1674 -4.6229
C -2.8393 1.3468 -4.9696
C -3.2239 0.2829 -4.0433
C -2.3583 -0.0109 -2.7727
H 2.5004 2.2841 1.7600
H 4.0095 4.0181 -1.1279
H 6.0513 5.4057 -0.9148
H 7.1519 5.6649 1.2803
H 6.2168 4.5459 3.2763
H 4.1779 3.1628 3.0724
H -0.3045 2.7300 -3.1757
H -1.5541 2.9709 -5.2880
H -3.3719 1.4395 -5.9053
H -3.6279 -0.6163 -4.5017
H -1.3725 -1.5945 -3.2443
N -2.7478 -0.2773 1.1195
C -3.9900 -0.4068 0.3569
C -4.1368 0.7108 -0.6881
C -3.6089 0.4536 -2.0362
O -4.3018 0.7649 -3.0518
O -2.0190 -1.3463 -2.5679
H -2.7711 -0.9311 1.8962
H -2.6930 0.6485 1.5355
H -4.8722 -0.3383 0.9970
H -4.0190 -1.3862 -0.1234
H -3.6565 1.6273 -0.3209
H -5.1914 0.9497 -0.8385
*
```

Kohn-Sham gap (spin up / spin down) = 0.2085 / 0.2077 Ha
relative energy (zero: lowest compared OMol25 entry of this formula, charge and spin) = 0.0 kcal per mole
molecular weight = 594.0 Da
HOMO (spin up / spin down) = -12.51 / -12.53 eV
lowest unoccupied orbital energy (spin up / spin down) = -6.8 / -6.9 eV
max |F| = 0.908 eV/Å
electronic energy = -2026.8806 a.u.

=====

(3)
Entry from the OMol25 dataset: a structure of composition C25H26BrN5O3Ti (ωB97M-V/def2-TZVPD).

Geometry as ORCA input:
```
! wB97M-V def2-TZVPD RIJCOSX def2/J DEFGRID3
* xyz 1 2
Ti 0.3713 0.5969 -0.1760
Br 0.2757 3.5991 -6.9416
C 0.0347 2.9574 -5.1849
C -1.1128 3.3308 -4.4639
C -1.2988 2.8900 -3.1767
C -0.3403 2.0598 -2.5818
O -0.4706 1.6484 -1.3366
C 0.7970 1.6646 -3.3038
C 1.7982 0.7833 -2.7739
N 1.7964 0.2371 -1.5990
C 2.8790 -0.6121 -1.1748
C 3.9987 -0.9027 -1.8856
C 4.9944 -1.7623 -1.3585
C 4.8507 -2.3296 -0.1328
C 3.6874 -2.0573 0.6316
C 3.4302 -2.6388 1.8957
C 2.2792 -2.3411 2.5581
C 1.3757 -1.4302 1.9786
N 1.5858 -0.8655 0.8130
C 2.7219 -1.1879 0.1163
C 0.9683 2.1405 -4.6233
H -1.8484 3.9722 -4.9314
H -2.1722 3.1665 -2.6021
H 2.6151 0.5515 -3.4523
H 4.1563 -0.4854 -2.8709
H 5.8748 -1.9690 -1.9523
H 5.6117 -2.9878 0.2685
H 4.1541 -3.3247 2.3216
H 2.0536 -2.7773 3.5212
H 0.4674 -1.1350 2.4900
H 1.8471 1.8508 -5.1879
N 1.6291 2.4660 0.2827
C 1.0719 3.2641 1.4184
C -0.4461 3.3739 1.3509
C -1.1506 2.0362 1.3452
O -2.3359 1.9160 1.1857
O -0.3094 0.9902 1.5218
H 2.6179 2.2970 0.4481
H 1.5785 3.0236 -0.5679
H 1.5174 4.2569 1.4449
H 1.3500 2.7472 2.3315
H -0.7715 3.9155 0.4611
H -0.8100 3.9357 2.2124
N -0.9488 -0.9363 -0.6548
C -1.8403 -1.3702 -0.0480
N -2.7818 -1.8655 0.6924
C -2.6381 -3.2165 1.2965
C -3.7491 -3.4098 2.3148
C -3.8019 -2.2060 3.2527
C -4.1826 -0.9140 2.4971
C -3.9836 -1.0423 0.9922
H -1.6706 -3.2637 1.7979
H -2.6560 -3.9695 0.5111
H -3.5422 -4.3300 2.8607
H -4.7092 -3.5471 1.8114
H -2.8166 -2.0912 3.7140
H -4.5050 -2.3856 4.0638
H -3.5996 -0.0699 2.8639
H -5.2333 -0.6700 2.6629
H -3.8247 -0.0662 0.5433
H -4.8394 -1.5106 0.5083
*
```

Kohn-Sham gap (spin up / spin down) = 0.2263 / 0.2703 Ha
relative energy (zero: lowest compared OMol25 entry of this formula, charge and spin) = 16.7 kcal per mole
molecular weight = 572.3 Da
HOMO (spin up / spin down) = -9.77 / -10.87 eV
lowest unoccupied orbital energy (spin up / spin down) = -3.6 / -3.5 eV
max |F| = 2.916 eV/Å
electronic energy = -4891.2298 a.u.

=====

(4)
Entry from the OMol25 dataset: a structure of composition C25H26CdIN4O3S (ωB97M-V/def2-TZVPD).

Geometry as ORCA input:
```
! wB97M-V def2-TZVPD RIJCOSX def2/J DEFGRID3
* xyz 1 1
Cd -0.0572 -0.1552 0.2665
C -2.1815 -3.9811 -1.2033
C -1.0706 -3.4534 -2.0560
N -0.5973 -4.1928 -3.0212
C 0.4150 -3.7315 -3.7816
C 0.9787 -2.4996 -3.6233
C 2.0988 -2.0839 -4.5334
O 3.2408 -1.6931 -3.7578
C 0.5020 -1.6477 -2.5822
C 1.0382 -0.3271 -2.5050
N 0.8320 0.5474 -1.5638
C 1.3247 1.8624 -1.6466
C 2.3659 2.2411 -2.5049
C 2.8304 3.5402 -2.5623
C 2.2956 4.5158 -1.7349
C 1.2823 4.1740 -0.8565
C 0.8050 2.8745 -0.8293
I -0.8360 2.5490 0.5213
C -0.5505 -2.1441 -1.7537
O -1.1080 -1.4897 -0.7803
H -2.4556 -4.9771 -1.5381
H -3.0471 -3.3191 -1.2573
H -1.8752 -4.0211 -0.1558
H 0.7715 -4.4143 -4.5443
H 1.7775 -1.2531 -5.1749
H 2.3441 -2.9287 -5.1792
H 4.0054 -1.6777 -4.3413
H 1.6433 -0.0314 -3.3570
H 2.8293 1.4922 -3.1333
H 3.6249 3.7872 -3.2536
H 2.6633 5.5317 -1.7677
H 0.8715 4.9221 -0.1927
C 5.9939 -0.0758 1.7889
C 4.6408 0.6249 1.7036
C 3.8759 0.2790 0.4272
N 3.5747 -1.1486 0.2779
C 2.5513 -1.7721 0.8345
S 1.5243 -1.0108 1.9892
N 2.2858 -3.0675 0.5400
C 2.9383 -3.9976 -0.3334
O 2.2513 -4.7994 -0.8993
C 4.4167 -3.9703 -0.4010
C 5.0267 -4.3676 -1.5900
C 6.4049 -4.4678 -1.6588
C 7.1764 -4.2015 -0.5351
C 6.5712 -3.8352 0.6596
C 5.1940 -3.7140 0.7304
H 6.5386 0.2711 2.6657
H 6.6032 0.1353 0.9076
H 5.8739 -1.1568 1.8744
H 4.7824 1.7074 1.7127
H 4.0319 0.3670 2.5686
H 4.4661 0.5646 -0.4437
H 2.9336 0.8280 0.4013
H 4.1822 -1.6879 -0.3237
H 1.3817 -3.3916 0.8571
H 4.3997 -4.5937 -2.4421
H 6.8777 -4.7786 -2.5807
H 8.2529 -4.2971 -0.5850
H 7.1728 -3.6639 1.5423
H 4.7192 -3.4614 1.6711
*
```

Kohn-Sham gap = 0.2662 Ha
relative energy (zero: lowest compared OMol25 entry of this formula, charge and spin) = 7.5 kcal per mole
molecular weight = 701.9 Da
HOMO = -10.62 eV
lowest unoccupied orbital energy = -3.4 eV
max |F| = 1.746 eV/Å
electronic energy = -2276.4665 a.u.

=====

(5)
Entry from the OMol25 dataset: a structure of composition C25H26LiN3O8P3S (ωB97M-V/def2-TZVPD).

Geometry as ORCA input:
```
! wB97M-V def2-TZVPD RIJCOSX def2/J DEFGRID3
* xyz -1 1
Li 0.3547 1.3429 -0.1456
O -1.1087 2.8716 1.9871
N -1.6123 1.6020 1.9640
C -1.5698 0.9747 3.0627
C -1.9825 -0.4469 3.0735
C -2.3060 -1.0255 4.2990
C -2.6633 -2.3599 4.3871
C -2.7085 -3.1294 3.2324
C -2.3880 -2.5625 2.0083
C -2.0027 -1.2285 1.9010
P -1.5184 -0.4466 0.2944
C -3.2122 -0.2121 -0.4116
C -3.7974 1.0520 -0.3720
C -5.0832 1.2514 -0.8537
C -5.8026 0.1933 -1.3894
C -5.2253 -1.0684 -1.4442
C -3.9416 -1.2683 -0.9565
C -0.9196 -1.8967 -0.6918
C -0.0682 -2.8379 -0.1037
C 0.5602 -3.8116 -0.8674
C 0.3781 -3.8457 -2.2440
C -0.4337 -2.8955 -2.8453
C -1.0753 -1.9331 -2.0776
H -0.9625 3.0522 1.0306
H -1.1949 1.4360 3.9761
H -2.2702 -0.4092 5.1905
H -2.8916 -2.8027 5.3487
H -2.9871 -4.1752 3.2849
H -2.4262 -3.1804 1.1202
H -3.2272 1.8869 0.0084
H -5.5201 2.2421 -0.8214
H -6.8015 0.3529 -1.7769
H -5.7747 -1.9007 -1.8689
H -3.5032 -2.2565 -1.0195
H 0.1218 -2.7982 0.9601
H 1.1938 -4.5455 -0.3833
H 0.8786 -4.5963 -2.8436
H -0.5727 -2.9045 -3.9192
H -1.6977 -1.1923 -2.5672
O 2.2901 2.8477 -0.6740
P 1.9354 2.0705 -2.0615
O 3.0951 2.0662 -2.9742
O 1.3619 0.7505 -1.5584
O 0.7232 2.9771 -2.6392
P -0.8219 2.8115 -2.0293
O -1.1588 1.3038 -2.5349
O -1.7281 3.7811 -2.6524
O -0.6261 2.7971 -0.5168
H 2.2654 3.8003 -0.8121
H -0.3781 0.7455 -2.3454
C 4.8974 -0.1392 -2.0295
C 4.6324 0.3686 -0.6533
C 5.3798 1.3051 -0.0068
C 4.8869 1.8001 1.2166
N 3.8004 1.3414 1.8008
C 3.0796 0.3711 1.1860
S 1.6780 -0.3026 1.8186
N 3.5333 -0.0944 -0.0241
C 5.5958 2.9321 1.8988
H 5.9173 0.0890 -2.3316
H 4.2117 0.3896 -2.7028
H 4.7177 -1.2130 -2.1006
H 6.2752 1.7027 -0.4619
H 2.8679 -0.6633 -0.5369
H 6.5405 2.5879 2.3263
H 4.9678 3.3259 2.6934
H 5.8218 3.7196 1.1787
*
```

Kohn-Sham gap = 0.2884 Ha
molecular weight = 628.4 Da
HOMO = -5.32 eV
lowest unoccupied orbital energy = 2.5 eV
max |F| = 1.318 eV/Å
electronic energy = -3164.7139 a.u.

=====

(6)
Entry from the OMol25 dataset: the molecule C25H26N4O (ωB97M-V/def2-TZVPD).

Geometry as ORCA input:
```
! wB97M-V def2-TZVPD RIJCOSX def2/J DEFGRID3
* xyz 0 1
C 1.6291 1.5321 -2.9205
C 0.8991 2.7566 -2.3809
N -0.5422 2.6435 -2.5108
C -1.2341 3.9203 -2.3926
C -1.1408 4.5493 -1.0234
C -0.0528 5.3402 -0.6653
C 0.0251 5.8308 0.6279
N -0.8863 5.5929 1.5553
C -1.9283 4.8540 1.2162
C -2.1038 4.3132 -0.0472
C -1.1050 1.5892 -1.6768
C -1.1355 0.2877 -2.4125
C -1.3495 0.1217 -3.7637
N -1.2475 -1.1963 -4.0275
C -1.3955 -1.8502 -5.2945
N -0.9815 -1.8959 -2.9348
C -0.9139 -1.0258 -1.9304
C -0.6267 -1.4763 -0.5754
C -1.1637 -0.8419 0.5428
C -0.8606 -1.2824 1.8154
C -0.0199 -2.3757 1.9964
O 0.1869 -2.7991 3.2844
C 1.3786 -3.3671 3.6461
C 1.3438 -4.3034 4.6754
C 2.5178 -4.8685 5.1346
C 3.7326 -4.5095 4.5744
C 3.7672 -3.5690 3.5592
C 2.5995 -2.9926 3.0942
C 0.4910 -3.0410 0.8856
C 0.1903 -2.5896 -0.3824
H 1.4285 0.6538 -2.3137
H 2.7006 1.7189 -2.9126
H 1.3144 1.3292 -3.9405
H 1.2112 3.6286 -2.9625
H 1.2033 2.9193 -1.3305
H -0.8037 4.5956 -3.1382
H -2.2829 3.7490 -2.6523
H 0.7161 5.5778 -1.3850
H 0.8583 6.4475 0.9399
H -2.6584 4.6897 1.9983
H -2.9846 3.7283 -0.2680
H -0.5402 1.4753 -0.7383
H -2.1322 1.8609 -1.4144
H -1.5481 0.8448 -4.5277
H -2.3896 -1.6698 -5.7083
H -0.6462 -1.4918 -6.0035
H -1.2596 -2.9175 -5.1334
H -1.8432 -0.0128 0.4194
H -1.2755 -0.7962 2.6848
H 0.3894 -4.5705 5.1019
H 2.4830 -5.5962 5.9318
H 4.6484 -4.9560 4.9311
H 4.7117 -3.2741 3.1263
H 2.6306 -2.2470 2.3129
H 1.1141 -3.9133 1.0212
H 0.5799 -3.1011 -1.2486
*
```

Kohn-Sham gap = 0.3168 Ha
relative energy (zero: lowest compared OMol25 entry of this formula, charge and spin) = 39.1 kcal per mole
molecular weight = 398.5 Da
HOMO = -7.94 eV
lowest unoccupied orbital energy = 0.7 eV
max |F| = 0.861 eV/Å
SMILES = CCN(Cc1ccncc1)Cc1cn(C)nc1-c1ccc(Oc2ccccc2)cc1
electronic energy = -1262.4944 a.u.